1.
# C32H88N8O8

A cluster of 8 separate species, C32H88N8O8 in total (the ωB97M-V functional and the def2-TZVPD basis, the Open Molecules 2025 dataset).

Summary:
**F_max**: 0.066 hartree/bohr
**Net charge**: 0
**Total energy**: -2311.6473 Ha
**SMILES**: COC[C@H](C)N.COC[C@H](C)N.COC[C@H](C)N.COC[C@H](C)N.COC[C@H](C)N.COC[C@H](C)N.COC[C@H](C)N.COC[C@H](C)N

CARTESIAN COORDINATES (ANGSTROEM)
C -0.5893 2.9938 -9.8338
O -0.7902 1.5853 -9.4596
C -0.1896 1.2277 -8.1592
C 1.3037 1.0083 -8.3656
C 1.4424 -0.3250 -9.1930
N 1.8788 0.6823 -7.0559
H -1.0690 3.3497 -10.7457
H 0.4567 3.2586 -9.9881
H -0.9769 3.7514 -9.1527
H -0.3502 1.9659 -7.3734
H -0.6151 0.2817 -7.8246
H 1.6914 1.9018 -8.8549
H 0.9867 -0.1964 -10.1748
H 0.7960 -1.0687 -8.7269
H 2.4428 -0.7133 -9.3838
H 1.4213 1.3980 -6.5093
H 1.5072 -0.1545 -6.6294
C -2.1477 2.5809 2.4969
O -2.7460 3.0132 1.3164
C -2.0105 2.7352 0.1214
C -0.6480 3.4515 0.1277
C -0.7313 5.0060 0.1902
N 0.1137 3.0460 -0.9946
H -2.7920 2.9141 3.3104
H -1.2028 3.0888 2.6901
H -1.8857 1.5231 2.4712
H -2.0256 1.6746 -0.1297
H -2.5395 3.1716 -0.7258
H 0.0054 3.0881 0.9208
H -1.1890 5.3313 -0.7440
H 0.2638 5.4128 0.3699
H -1.3221 5.2563 1.0714
H -0.0478 2.0662 -1.1789
H -0.2276 3.5251 -1.8157
C -1.3487 -4.9398 1.2258
O -2.7233 -5.2787 1.0159
C -2.9819 -6.5531 1.5552
C -4.4489 -6.9387 1.4066
C -5.4055 -6.2343 2.3285
N -4.5223 -8.4005 1.5288
H -0.7202 -5.5365 0.5647
H -1.1641 -4.9340 2.3001
H -1.1300 -3.9105 0.9416
H -2.2485 -7.3201 1.3063
H -2.8520 -6.3275 2.6137
H -4.6936 -6.7252 0.3661
H -6.3972 -6.6066 2.0715
H -5.3758 -5.2167 1.9392
H -5.1210 -6.3924 3.3688
H -4.1417 -8.7727 0.6704
H -5.5149 -8.5822 1.5710
C 1.5317 -1.7927 0.8102
O 1.2070 -0.4546 0.9391
C 1.8217 0.2829 -0.1515
C 1.3773 -0.2321 -1.5293
C 2.0165 0.3372 -2.7576
N -0.0977 0.1031 -1.6743
H 1.6363 -2.2663 1.7863
H 2.5459 -2.1278 0.5925
H 0.8462 -2.4224 0.2430
H 1.7587 1.3699 -0.0996
H 2.8898 0.0975 -0.0381
H 1.5610 -1.3061 -1.5585
H 3.0514 0.0330 -2.9141
H 2.0669 1.4236 -2.6848
H 1.4965 0.1330 -3.6935
H -0.5405 -0.1106 -2.5565
H -0.5975 -0.5240 -1.0603
C 3.7584 -2.5031 5.9658
O 2.4565 -3.0152 5.5408
C 1.3236 -2.4648 6.1033
C 0.0506 -3.2174 5.7416
C -0.2430 -3.4064 4.2647
N -1.1066 -2.6215 6.4541
H 4.5221 -3.2054 5.6316
H 3.9085 -2.3533 7.0349
H 3.8969 -1.5081 5.5430
H 1.4182 -2.2138 7.1598
H 1.0945 -1.5561 5.5468
H -0.0148 -4.2343 6.1286
H 0.5857 -4.0313 3.9316
H -0.2296 -2.4864 3.6803
H -1.1758 -3.9269 4.0477
H -0.9986 -2.4330 7.4405
H -1.4996 -1.8280 5.9683
C 6.0542 1.6676 -0.6814
O 6.4994 0.5509 0.0804
C 5.9323 0.5087 1.4004
C 6.7099 -0.5858 2.1513
C 5.9704 -1.0051 3.4017
N 8.0164 -0.2021 2.6433
H 6.7463 1.9526 -1.4737
H 6.2476 2.5453 -0.0645
H 5.0064 1.6612 -0.9815
H 6.0582 1.4985 1.8391
H 4.8851 0.2689 1.2160
H 6.9205 -1.5297 1.6485
H 4.9284 -1.2933 3.2631
H 5.7363 -0.1581 4.0466
H 6.6151 -1.6677 3.9792
H 8.6562 -0.9396 2.9018
H 8.4418 0.2552 1.8495
C -4.5827 4.7662 -7.2317
O -3.3592 4.7028 -6.4896
C -3.5636 4.6197 -5.1018
C -2.2657 4.3320 -4.3260
C -1.6146 2.9116 -4.6228
N -2.6000 4.4573 -2.9166
H -4.4359 4.7159 -8.3106
H -5.0163 5.7462 -7.0324
H -5.3785 4.0707 -6.9650
H -4.0537 5.5499 -4.8145
H -4.3021 3.8363 -4.9315
H -1.5537 5.1040 -4.6179
H -1.1508 2.8490 -5.6072
H -2.4743 2.2417 -4.6412
H -0.9154 2.4399 -3.9323
H -3.5345 4.0950 -2.7918
H -2.8146 5.4196 -2.6974
C 0.5158 0.6567 3.8501
O -0.0058 1.6427 4.7783
C -0.7362 1.0989 5.9089
C -2.2476 0.8006 5.6930
C -3.2729 0.5219 6.8652
N -2.4120 -0.3953 4.8559
H 1.4562 0.2808 4.2532
H 0.8546 1.1839 2.9582
H -0.1388 -0.1582 3.5412
H -0.2974 0.1818 6.3020
H -0.6934 1.8093 6.7345
H -2.6217 1.6776 5.1648
H -2.8977 0.9700 7.7853
H -3.2831 -0.5270 7.1613
H -4.2604 0.9336 6.6568
H -3.4015 -0.5421 4.7164
H -2.1091 -0.2212 3.9082

Atoms 1-2, force components in eV/Å:
0.270 -0.105 0.395
-0.104 1.693 0.709

Here are the Löwdin charges for atoms 1 to 6, given in e: atom 1 (C): -0.089, atom 2 (O): -0.182, atom 3 (C): -0.189, atom 4 (C): -0.412, atom 5 (C): -0.053, atom 6 (N): 0.032

2.
# C32H88N8O8

A cluster of 8 separate species, C32H88N8O8 in total (the ωB97M-V functional and the def2-TZVPD basis, the Open Molecules 2025 dataset).

Summary:
**F_max**: 0.094 hartree/bohr
**Net charge**: 0
**Total energy**: -2311.6135 Ha
**SMILES**: COC[C@H](C)N.COC[C@H](C)N.COC[C@H](C)N.COC[C@H](C)N.COC[C@H](C)N.COC[C@H](C)N.COC[C@H](C)N.COC[C@H](C)N

CARTESIAN COORDINATES (ANGSTROEM)
C -6.6074 8.7571 3.0998
O -6.7001 7.3349 3.2077
C -5.4987 6.6771 3.4904
C -5.5632 5.3254 4.1897
C -6.4237 5.4895 5.4599
N -4.2346 4.8370 4.5082
H -7.0060 9.0940 4.0568
H -7.4178 9.0532 2.4337
H -5.7105 9.3243 2.8510
H -4.8114 6.5254 2.6581
H -4.9249 7.2951 4.1810
H -5.9319 4.5159 3.5598
H -6.2610 4.6136 6.0879
H -7.4839 5.3526 5.2468
H -6.2083 6.3958 6.0259
H -3.6451 4.8070 3.6886
H -3.8408 5.4377 5.2183
C -0.4951 -2.5408 -0.7239
O -1.1588 -1.6199 -0.0099
C -0.3853 -0.4541 0.5208
C -0.6098 0.9019 -0.2310
C -0.0721 0.9222 -1.7142
N 0.1297 1.9885 0.4193
H -0.3117 -2.2335 -1.7535
H -1.1281 -3.4221 -0.8281
H 0.4906 -2.7228 -0.2957
H -0.6573 -0.2095 1.5476
H 0.6442 -0.7637 0.7007
H -1.6589 1.1938 -0.1824
H 1.0179 0.9129 -1.7103
H -0.4453 1.8034 -2.2360
H -0.4573 0.0498 -2.2421
H 0.8390 2.3102 -0.2237
H 0.6661 1.5478 1.1529
C 3.9788 7.2980 -2.4345
O 4.4359 7.1184 -1.1245
C 5.8239 7.0458 -0.9271
C 6.4782 8.4679 -0.9002
C 7.9610 8.5906 -0.6966
N 5.9730 9.2580 0.1937
H 4.0101 6.3676 -3.0015
H 4.6845 7.9177 -2.9877
H 3.0017 7.7809 -2.4504
H 6.1195 6.5152 -0.0220
H 6.3015 6.5433 -1.7682
H 6.2046 9.0486 -1.7811
H 8.2743 7.9323 0.1136
H 8.2123 9.6305 -0.4879
H 8.4434 8.3486 -1.6436
H 6.3998 9.0449 1.0840
H 4.9781 9.1320 0.3133
C 4.4831 -8.4108 2.8144
O 4.5680 -9.8112 2.7892
C 3.3934 -10.3909 3.4322
C 3.7416 -11.8453 3.9793
C 2.4767 -12.5551 4.5339
N 4.8480 -11.6849 4.9199
H 4.9889 -7.9684 3.6726
H 3.5040 -7.9406 2.9059
H 4.9203 -8.0648 1.8778
H 2.7868 -9.8167 4.1325
H 2.6960 -10.5873 2.6178
H 4.0728 -12.4547 3.1384
H 2.2558 -11.9557 5.4171
H 2.7458 -13.5528 4.8805
H 1.5951 -12.6765 3.9046
H 5.4929 -11.0796 4.4322
H 4.6001 -11.1171 5.7175
C -3.2012 -2.4554 -7.6629
O -4.0151 -2.7780 -6.5331
C -4.7729 -1.7082 -6.1232
C -5.6792 -1.8467 -4.8188
C -6.8795 -2.7931 -4.9928
N -6.2603 -0.5578 -4.3099
H -2.4648 -1.7345 -7.3078
H -3.7578 -1.9393 -8.4451
H -2.7726 -3.2700 -8.2468
H -4.0010 -0.9513 -5.9835
H -5.3836 -1.4219 -6.9795
H -4.9632 -2.2227 -4.0879
H -7.1697 -3.2645 -4.0538
H -6.5358 -3.5883 -5.6543
H -7.7733 -2.3074 -5.3843
H -6.7284 -0.8975 -3.4818
H -5.5716 0.1216 -4.0198
C -1.2932 15.0058 2.0116
O -1.0053 13.9814 1.1001
C -0.6164 12.7259 1.6973
C -0.2034 11.7348 0.6605
C -1.4665 11.2097 -0.1374
N 0.4813 10.6617 1.3222
H -0.3895 15.3705 2.4999
H -2.0591 14.6193 2.6839
H -1.9539 15.7245 1.5268
H 0.0663 12.8526 2.5376
H -1.4335 12.2776 2.2626
H 0.5333 12.1684 -0.0158
H -2.0297 10.3376 0.1949
H -1.1982 11.0303 -1.1785
H -2.2363 11.9720 -0.2572
H -0.1868 10.0198 1.7244
H 0.8972 10.0866 0.6037
C -2.9669 -16.6466 -1.8789
O -3.2236 -15.2654 -2.0438
C -4.3557 -14.8132 -1.2809
C -4.8553 -13.3548 -1.5611
C -3.9586 -12.3007 -0.8512
N -6.2181 -13.2529 -0.9477
H -3.8376 -17.2918 -1.9967
H -2.4745 -16.9455 -0.9536
H -2.1978 -16.9282 -2.5981
H -5.0983 -15.5470 -1.5943
H -4.1935 -14.9848 -0.2168
H -5.0407 -13.2795 -2.6326
H -4.2739 -11.3937 -1.3670
H -2.9202 -12.3998 -1.1676
H -3.9955 -12.2928 0.2381
H -6.2583 -12.9503 0.0150
H -6.7056 -12.5178 -1.4398
C 6.3677 0.8346 2.3142
O 6.5780 1.0022 0.9315
C 6.4348 -0.1530 0.0748
C 6.5724 0.2062 -1.4085
C 6.1049 -0.8628 -2.4192
N 7.9814 0.4696 -1.6583
H 5.9052 1.6713 2.8378
H 7.3237 0.5075 2.7232
H 5.6822 -0.0071 2.4129
H 7.1919 -0.8805 0.3673
H 5.4676 -0.6173 0.2672
H 6.0266 1.0602 -1.8098
H 6.4782 -0.6195 -3.4140
H 5.0329 -1.0583 -2.3903
H 6.6185 -1.8108 -2.2594
H 8.1532 1.4643 -1.6260
H 8.0898 0.1669 -2.6157

Atoms 1-2, force components in eV/Å:
-2.197 -0.010 0.896
0.647 -0.367 -0.964

Here are the Löwdin charges for atoms 1 to 6, given in e: atom 1 (C): -0.097, atom 2 (O): -0.168, atom 3 (C): -0.252, atom 4 (C): -0.447, atom 5 (C): -0.056, atom 6 (N): 0.029

3.
# C32H92F2N9O14PbS2

A structure of composition C32H92F2N9O14PbS2 (the ωB97M-V functional and the def2-TZVPD basis, the Open Molecules 2025 dataset).

Summary:
**F_max**: 0.141 hartree/bohr
**Net charge**: +1
**Total energy**: -4008.6948 Ha

CARTESIAN COORDINATES (ANGSTROEM)
Pb 0.3889 1.1069 6.2900
N 0.7140 0.6126 2.4659
S -0.1953 0.2632 1.2614
O 0.1546 -0.9974 0.6538
O -0.7571 1.3420 0.4712
F -1.4789 -0.1561 2.1035
S 1.8641 1.3277 1.3615
O 1.6824 2.7644 1.1531
O 2.4204 0.4932 0.2710
F 3.0925 1.2386 2.4419
O 5.6929 5.1123 0.0854
H 5.5718 5.9544 -0.3531
H 4.8188 4.8752 0.3954
O 1.4023 4.7044 5.0591
H 2.2354 5.1724 5.1162
H 0.8301 5.2923 4.5660
C 3.6593 -2.8339 -3.2618
C 4.6468 -2.3379 -4.3391
C 4.3306 -2.9071 -5.7222
O 3.1135 -2.4117 -6.2749
C 3.2470 -1.5500 -7.4746
N 4.4992 -0.9008 -4.3951
H 2.6355 -2.4608 -3.2879
H 3.9164 -2.7131 -2.2094
H 3.5757 -3.9068 -3.4350
H 5.6351 -2.6515 -4.0030
H 4.2306 -3.9917 -5.6801
H 5.2056 -2.8717 -6.3712
H 3.3162 -2.0759 -8.4268
H 4.1472 -0.9381 -7.4161
H 2.3903 -0.8761 -7.4771
H 3.7470 -0.7790 -5.0581
H 4.2406 -0.6824 -3.4435
C -4.9321 5.8918 -0.3805
C -3.8349 6.7414 -1.0107
C -4.2989 8.1564 -1.3347
O -3.2622 8.8510 -1.9435
C -3.4916 10.1594 -2.3177
N -2.6777 6.8437 -0.0914
H -5.2550 6.3210 0.5680
H -4.5933 4.9033 -0.0704
H -5.8412 5.8050 -0.9755
H -3.5161 6.3299 -1.9684
H -4.5799 8.5442 -0.3555
H -5.1213 8.2454 -2.0445
H -3.7636 10.6934 -1.4073
H -4.1740 10.3876 -3.1365
H -2.6682 10.7332 -2.7431
H -2.0652 6.0791 -0.3369
H -2.2780 7.6987 -0.4510
C -6.8839 -8.6981 -2.3243
C -5.6745 -7.6768 -2.2102
C -4.6288 -8.2178 -1.2067
O -3.4189 -7.3888 -1.2528
C -3.2438 -6.2840 -0.2994
N -5.0771 -7.3476 -3.4508
H -6.5156 -9.5920 -2.8277
H -7.5536 -8.3653 -3.1174
H -7.4785 -8.8438 -1.4225
H -6.0607 -6.7250 -1.8456
H -4.3545 -9.2114 -1.5609
H -5.2254 -8.3482 -0.3038
H -2.3101 -6.4313 0.2435
H -3.9473 -6.0714 0.5055
H -3.0352 -5.3070 -0.7353
H -4.1870 -6.9261 -3.2269
H -4.7856 -8.2124 -3.8836
C 8.2188 -1.6036 1.6890
C 9.4994 -2.4226 1.5237
C 9.7448 -2.7955 0.0839
O 10.3678 -4.1054 0.1174
C 10.8042 -4.6578 -1.1144
N 10.4976 -1.5716 2.1176
H 8.2557 -0.6267 1.2071
H 7.9102 -1.2893 2.6861
H 7.3998 -2.1071 1.1753
H 9.5234 -3.2871 2.1871
H 10.2054 -2.0120 -0.5178
H 8.8034 -3.0548 -0.4006
H 9.9490 -4.9534 -1.7222
H 11.2631 -5.6277 -0.9226
H 11.5218 -4.0129 -1.6216
H 11.2731 -2.1051 2.4838
H 10.8476 -0.7974 1.5715
C 7.4018 5.1258 4.4361
C 8.2125 6.3844 4.6208
C 8.8037 7.0627 3.2953
O 10.0128 6.3614 3.0211
C 10.5066 6.6572 1.7075
N 7.3005 7.3430 5.3143
H 7.8392 4.2791 3.9071
H 6.5143 5.3848 3.8588
H 6.9621 4.9626 5.4200
H 8.9965 6.2535 5.3667
H 8.9169 8.1164 3.5501
H 8.0820 6.9442 2.4871
H 9.8343 6.3487 0.9069
H 11.4889 6.1953 1.6091
H 10.6416 7.7386 1.6847
H 7.6337 8.2949 5.3693
H 6.5866 7.5334 4.6257
C -2.2100 -4.0292 6.6605
C -1.1213 -2.9353 6.7896
C 0.0934 -3.3259 6.0084
O 1.1512 -2.5596 6.3956
C 2.3560 -3.0515 5.8083
N -1.6895 -1.7624 6.2342
H -1.9195 -4.8254 7.3458
H -2.2546 -4.6336 5.7545
H -3.2355 -3.6971 6.8225
H -1.0010 -2.7814 7.8619
H -0.1542 -3.3675 4.9477
H 0.3237 -4.3143 6.4060
H 2.1864 -3.1006 4.7326
H 2.5699 -4.0639 6.1510
H 3.1709 -2.3692 6.0499
H -2.4677 -1.5045 6.8241
H -2.1370 -1.9996 5.3604
C -8.2356 0.5644 1.5021
C -8.9686 -0.7747 1.7269
C -9.8500 -1.2531 0.5055
O -10.7770 -2.3068 0.8753
C -11.6954 -2.5412 -0.1599
N -8.0694 -1.8132 2.1589
H -7.5597 0.9381 2.2712
H -9.0108 1.3225 1.3905
H -7.6699 0.4995 0.5727
H -9.7708 -0.6931 2.4603
H -9.1963 -1.5976 -0.2959
H -10.3901 -0.3741 0.1538
H -11.4872 -3.2845 -0.9295
H -12.2287 -1.6219 -0.4020
H -12.5073 -3.0724 0.3368
H -7.2865 -1.7322 1.5260
H -8.4846 -2.7339 2.1581
C -3.8441 -1.0437 -5.6076
C -4.5942 -0.2075 -4.5456
C -5.6391 0.8181 -4.9942
O -5.1790 1.7565 -6.0243
C -6.1545 2.5727 -6.6317
N -4.9941 -1.1962 -3.4913
H -3.4017 -0.3298 -6.3024
H -4.4786 -1.6898 -6.2143
H -2.9749 -1.4815 -5.1167
H -3.8185 0.3808 -4.0555
H -6.2127 1.2895 -4.1962
H -6.4281 0.1807 -5.3933
H -6.9906 1.9473 -6.9443
H -5.8039 3.1612 -7.4796
H -6.5765 3.2703 -5.9082
H -5.3625 -2.0807 -3.8107
H -4.0784 -1.4641 -3.1599

Atoms 1-2, force components in eV/Å:
-0.341 -1.176 -1.361
2.971 1.936 -0.995

Here are the Löwdin charges for atoms 1 to 6, given in e: atom 1 (Pb): 1.618, atom 2 (N): -0.295, atom 3 (S): 0.375, atom 4 (O): -0.269, atom 5 (O): -0.261, atom 6 (F): -0.222